Below is C4H6S2 in the gas phase in a non-equilibrium geometry, with properties calculated with ωB97M-V with the def2-TZVPD basis set.

Positions of all 12 atoms, in Å:
C  0.81678  1.14130  0.53314
S  -1.01670  1.18796  0.69060
C  -0.94264  -0.64448  1.14876
C  0.04270  -1.12775  0.18336
S  0.37840  -0.75430  -1.68806
C  1.27891  -0.25957  -0.18894
H  1.12052  0.94326  1.66259
H  1.32479  2.02011  0.15415
H  -1.98786  -1.06853  1.13368
H  -0.38386  -0.73070  2.20215
H  0.63480  -2.15129  0.54839
H  2.32996  -0.60851  0.20049

Force components x, y, z for each atom (eV/Å):
1.020 -2.168 1.641
0.728 -0.742 0.042
-0.190 1.881 1.291
5.318 -4.018 -1.259
-0.059 -0.320 2.519
-1.706 1.509 2.731
-0.080 0.649 -2.236
-0.392 0.251 -0.031
1.370 0.327 0.078
-1.586 0.073 -2.014
-2.348 2.008 -1.345
-2.073 0.549 -1.418

Values from the calculation:
- Kohn-Sham gap: 9.5 eV
- Relative energy (zero: lowest compared OMol25 entry of this formula, charge and spin): 2.0028 eV
- HOMO: -8.76 eV

---

Below is C4H6S2 in the gas phase in a non-equilibrium geometry, with properties calculated with ωB97M-V with the def2-TZVPD basis set.

Positions of all 12 atoms, in Å:
C  1.08919  -1.30421  -0.50037
C  0.61058  -0.31308  0.29588
C  0.97975  1.17627  0.38569
S  -1.01764  -0.91110  1.04289
C  -2.08368  -0.13977  -0.05466
S  -3.71270  -0.08234  0.02463
H  0.39789  -2.21241  -0.53470
H  1.99909  -1.25660  -1.32064
H  0.16002  1.71620  0.00312
H  1.93565  1.59284  -0.18893
H  1.06081  1.33040  1.55230
H  -1.41897  0.40379  -0.70523

Force components x, y, z for each atom (eV/Å):
0.288 0.046 -1.439
-0.058 -1.183 -1.920
2.265 -0.936 2.159
1.172 0.622 0.434
-0.466 0.326 0.735
0.910 -0.163 -0.265
1.676 1.013 -0.098
-2.311 0.106 2.556
-1.070 0.894 -0.178
-1.880 -1.518 1.343
0.017 0.402 -2.359
-0.543 0.391 -0.968

Values from the calculation:
- Kohn-Sham gap: 8.5 eV
- Relative energy (zero: lowest compared OMol25 entry of this formula, charge and spin): 2.0466 eV
- HOMO: -8.74 eV

---

Below is C4H6S2 in the gas phase in a non-equilibrium geometry, with properties calculated with ωB97M-V with the def2-TZVPD basis set.

Positions of all 12 atoms, in Å:
C  0.54441  -0.82761  1.73476
C  0.16228  -0.29964  0.38892
C  0.99708  -0.20164  -0.65990
S  0.32175  0.48619  -2.22854
C  -1.26415  1.05497  -1.52094
S  -1.47820  0.23742  0.15644
H  0.23132  -1.88066  1.89900
H  0.07519  -0.24661  2.57415
H  1.61797  -0.74678  1.84648
H  2.05380  -0.50694  -0.70969
H  -2.07324  0.79397  -2.09449
H  -1.18820  2.13732  -1.38619

Force components x, y, z for each atom (eV/Å):
-0.678 -0.077 1.025
1.008 0.142 -0.982
-0.641 0.441 -0.688
0.289 -0.756 1.145
2.467 0.431 2.490
-0.497 0.464 -0.732
0.193 0.541 -0.278
0.386 -0.351 -0.853
0.207 -0.161 0.089
-0.695 0.191 0.215
-1.781 -0.658 -1.486
-0.258 -0.206 0.054

Values from the calculation:
- Kohn-Sham gap: 8.4 eV
- Relative energy (zero: lowest compared OMol25 entry of this formula, charge and spin): 0.2708 eV
- HOMO: -7.69 eV

---

Below is C4H6S2 in the gas phase in a non-equilibrium geometry, with properties calculated with ωB97M-V with the def2-TZVPD basis set.

Positions of all 12 atoms, in Å:
C  -0.12281  -0.95554  0.58444
C  1.12042  -0.38577  0.05027
C  -2.41743  0.24594  0.57555
C  1.22944  0.85608  -0.51239
S  -1.58049  -0.67472  -0.52411
S  -4.04187  0.52139  0.24135
H  0.01445  -2.03920  0.76418
H  -0.47611  -0.48792  1.56672
H  1.94966  -1.12166  -0.04041
H  2.13313  1.23997  -0.85154
H  0.42959  1.77673  -0.55496
H  -4.39831  0.20759  -1.00668

Force components x, y, z for each atom (eV/Å):
-0.964 -0.282 1.189
0.889 1.792 -1.809
-1.114 -0.509 -0.526
-2.722 0.477 1.564
0.810 -0.119 0.913
-0.336 1.195 1.130
-0.337 0.493 -0.203
0.568 -0.596 -1.365
-0.304 0.979 0.168
1.734 0.112 -0.720
1.477 -2.980 0.378
0.298 -0.561 -0.719

Values from the calculation:
- Kohn-Sham gap: 9.1 eV
- Relative energy (zero: lowest compared OMol25 entry of this formula, charge and spin): 3.0987 eV
- HOMO: -8.96 eV

---

Below is C4H6Si in the gas phase in a non-equilibrium geometry, with properties calculated with ωB97M-V with the def2-TZVPD basis set.

Positions of all 11 atoms, in Å:
C  1.36554  -1.73955  -1.48173
C  0.93624  -0.68459  -1.10506
C  0.46649  0.57033  -0.61774
C  -2.31486  0.24885  0.94430
Si  -0.48314  0.35570  1.11805
H  1.72961  -2.65969  -1.82926
H  1.30260  1.23433  -0.41862
H  -2.86437  1.16855  1.16637
H  -0.07253  -0.95104  1.64328
H  0.13943  1.42496  1.92200
H  -0.20500  1.03214  -1.34159

Force components x, y, z for each atom (eV/Å):
-0.269 0.459 0.154
0.411 -0.799 -0.346
-1.091 0.340 1.212
0.832 1.799 0.569
1.034 -1.247 -1.569
0.199 -0.504 -0.173
0.079 0.204 -0.046
-0.907 -0.597 -0.279
0.267 -0.071 0.177
-0.592 0.251 0.301
0.035 0.163 0.002

Values from the calculation:
- Kohn-Sham gap (alpha / beta): 10.2 / 8.0 eV
- Relative energy (zero: lowest compared OMol25 entry of this formula, charge and spin): 0.0000 eV
- 2S+1: 3
- ⟨S²⟩: 2.01
- HOMO (alpha / beta): -9.08 / -9.37 eV

---

Below is C4H7AgO2 as an isolated structure in a non-equilibrium geometry, with properties calculated with ωB97M-V with the def2-TZVPD basis set.

Positions of all 14 atoms, in Å:
C  -1.18016  -0.13093  -0.51119
C  -0.53120  -0.45843  0.80198
C  0.60348  0.42205  0.32862
C  1.76210  -0.11962  -0.17276
O  2.86990  0.51134  -0.39717
Ag  3.80043  2.12787  -0.15029
H  -1.52913  0.90898  -0.62676
H  -0.75907  -0.62673  -1.39404
H  -0.25988  -1.51663  0.89680
H  -1.06799  -0.02080  1.65396
H  0.61588  1.46955  0.64620
H  1.74650  -1.17263  -0.49964
O  -2.75688  -0.92472  -0.60627
H  -3.31397  -0.46933  0.03055

Force components x, y, z for each atom (eV/Å):
-5.270 -1.904 -0.934
0.948 1.003 -0.790
-0.035 0.372 3.015
2.539 0.005 -1.811
-3.831 -4.258 0.030
1.935 3.366 0.502
0.631 -0.501 -0.182
-0.100 0.497 0.332
-0.237 0.386 0.062
0.237 -0.359 -0.289
-0.203 -0.203 -0.429
0.134 0.239 0.277
3.300 1.094 -0.028
-0.048 0.262 0.242

Values from the calculation:
- Kohn-Sham gap (alpha / beta): 8.4 / 7.0 eV
- Relative energy (zero: lowest compared OMol25 entry of this formula, charge and spin): 1.2914 eV
- Charge: +1
- 2S+1: 2
- ⟨S²⟩: 0.77
- HOMO (alpha / beta): -13.72 / -13.73 eV

---

Below is C4H7AlBr3F7P as an isolated structure in a non-equilibrium geometry, with properties calculated with ωB97M-V with the def2-TZVPD basis set.

Positions of all 23 atoms, in Å:
F  2.63797  -1.57153  -0.62824
C  1.94863  -0.69786  -1.35328
F  2.76018  0.32545  -1.67096
Br  1.50503  -1.62044  -3.02441
C  0.71429  -0.18379  -0.57515
F  -0.05841  -1.29960  -0.28816
Br  1.40227  0.55339  1.09096
C  -0.12684  0.88385  -1.28625
C  -1.26369  0.40089  -2.20352
P  -2.78952  -0.28243  -1.34945
Br  -4.82479  -1.06991  -0.28844
H  -0.55097  1.52360  -0.50321
H  0.57206  1.51461  -1.85125
H  -0.91249  -0.31576  -2.94997
H  -1.61501  1.28307  -2.76206
H  -2.80277  0.71811  -0.37387
H  -3.57965  -0.11346  -2.48387
H  -2.30089  -1.56375  -1.13001
F  0.38747  0.43651  5.55889
Al  1.85641  0.29578  4.74191
F  1.95154  -1.19858  3.96236
F  3.13965  0.47555  5.82237
F  1.94952  1.50626  3.54560

Force components x, y, z for each atom (eV/Å):
0.062 -0.054 0.099
-0.084 0.091 -0.060
-0.125 -0.061 0.015
-0.081 0.032 -0.029
0.017 0.068 0.172
0.185 0.310 -0.120
-0.216 -0.182 -0.179
0.067 -0.045 -0.128
0.073 0.116 0.028
0.898 0.397 -0.653
-0.506 -0.175 0.225
0.076 -0.102 -0.119
-0.132 -0.090 0.145
-0.065 0.024 0.063
0.057 -0.150 0.115
-0.075 -0.146 0.127
-0.134 -0.062 0.066
-0.068 0.002 0.168
-0.029 0.033 -0.009
0.005 -0.078 0.152
0.009 -0.014 -0.031
0.030 0.033 -0.004
0.033 0.053 -0.041

Values from the calculation:
- Kohn-Sham gap: 9.4 eV
- Charge: -1
- HOMO: -7.45 eV

---

Below is C4H7AlO3 as an isolated structure in a non-equilibrium geometry, with properties calculated with ωB97M-V with the def2-TZVPD basis set.

Positions of all 15 atoms, in Å:
O  0.75494  -0.02819  0.88902
Al  -2.62454  -0.64600  2.09298
O  -1.25919  0.12923  1.77547
C  -0.51857  -0.20551  0.81556
O  -1.10030  -0.31229  -0.35674
C  -0.31510  -0.40805  -1.60302
H  0.13348  -1.41490  -1.53957
H  -1.04175  -0.07274  -2.35973
C  1.43973  0.65168  -0.69638
C  2.57545  -0.32040  -0.99167
H  0.64610  1.41268  -0.71341
H  2.04943  1.57934  -0.72410
H  2.25177  -1.34463  -1.21818
H  3.16255  0.04434  -1.84545
H  3.26899  -0.37842  -0.14101

Force components x, y, z for each atom (eV/Å):
-2.861 -2.151 1.648
-4.789 -2.312 1.423
1.729 1.760 1.124
6.320 2.612 -2.876
-0.943 -0.177 0.063
-0.249 -0.999 0.521
-0.446 0.453 -0.953
0.685 -0.552 0.102
1.831 3.393 -1.790
-0.831 -1.086 0.050
-1.429 -1.800 0.549
1.520 0.522 -0.120
0.032 0.156 0.079
-0.319 -0.009 0.196
-0.251 0.190 -0.018

Values from the calculation:
- Kohn-Sham gap (alpha / beta): 6.9 / 5.8 eV
- HOMO (alpha / beta): -6.86 / -5.73 eV

---

Below is C4H7BaLiO2 as an isolated structure, with properties calculated with ωB97M-V with the def2-TZVPD basis set.

Positions of all 15 atoms, in Å:
H  2.64943  -4.42941  0.60515
C  -1.35927  1.08617  -1.11606
C  -0.36578  1.03863  -0.01158
C  0.18085  -0.36520  0.25843
C  1.20699  -0.38690  1.34846
O  2.14023  -1.16408  1.38845
O  -2.31064  1.85601  -1.11314
Ba  -4.70826  2.97249  -2.87850
Li  3.03129  -2.74982  0.85867
H  -1.20099  0.41718  -1.98325
H  0.45444  1.69417  -0.35977
H  -0.79728  1.50479  0.88342
H  0.59769  -0.83640  -0.64176
H  -0.63238  -1.01969  0.61911
H  1.11368  0.38205  2.14237

Force components x, y, z for each atom (eV/Å):
0.081 0.625 0.001
-0.717 0.439 -0.095
0.348 0.179 0.175
-0.296 -0.367 -0.125
0.909 -0.087 0.074
-0.670 0.616 -0.034
0.061 -0.283 -0.447
0.424 -0.199 0.345
-0.131 -0.706 -0.006
0.042 0.049 0.137
-0.138 -0.125 0.132
0.081 -0.087 -0.222
-0.083 0.077 0.239
0.164 0.101 -0.126
-0.074 -0.233 -0.047

Values from the calculation:
- Kohn-Sham gap (alpha / beta): 4.9 / 4.5 eV
- Relative energy (zero: lowest compared OMol25 entry of this formula, charge and spin): 1.3101 eV
- Charge: +1
- 2S+1: 2
- ⟨S²⟩: 0.75
- HOMO (alpha / beta): -8.41 / -8.41 eV

---

Copy entry 8 word for word.
Below is C4H7AlO3 as an isolated structure in a non-equilibrium geometry, with properties calculated with ωB97M-V with the def2-TZVPD basis set.

Positions of all 15 atoms, in Å:
O  0.75494  -0.02819  0.88902
Al  -2.62454  -0.64600  2.09298
O  -1.25919  0.12923  1.77547
C  -0.51857  -0.20551  0.81556
O  -1.10030  -0.31229  -0.35674
C  -0.31510  -0.40805  -1.60302
H  0.13348  -1.41490  -1.53957
H  -1.04175  -0.07274  -2.35973
C  1.43973  0.65168  -0.69638
C  2.57545  -0.32040  -0.99167
H  0.64610  1.41268  -0.71341
H  2.04943  1.57934  -0.72410
H  2.25177  -1.34463  -1.21818
H  3.16255  0.04434  -1.84545
H  3.26899  -0.37842  -0.14101

Force components x, y, z for each atom (eV/Å):
-2.861 -2.151 1.648
-4.789 -2.312 1.423
1.729 1.760 1.124
6.320 2.612 -2.876
-0.943 -0.177 0.063
-0.249 -0.999 0.521
-0.446 0.453 -0.953
0.685 -0.552 0.102
1.831 3.393 -1.790
-0.831 -1.086 0.050
-1.429 -1.800 0.549
1.520 0.522 -0.120
0.032 0.156 0.079
-0.319 -0.009 0.196
-0.251 0.190 -0.018

Values from the calculation:
- Kohn-Sham gap (alpha / beta): 6.9 / 5.8 eV
- HOMO (alpha / beta): -6.86 / -5.73 eV

---

What did the second record say?
Below is C4H6S2 in the gas phase in a non-equilibrium geometry, with properties calculated with ωB97M-V with the def2-TZVPD basis set.

Positions of all 12 atoms, in Å:
C  1.08919  -1.30421  -0.50037
C  0.61058  -0.31308  0.29588
C  0.97975  1.17627  0.38569
S  -1.01764  -0.91110  1.04289
C  -2.08368  -0.13977  -0.05466
S  -3.71270  -0.08234  0.02463
H  0.39789  -2.21241  -0.53470
H  1.99909  -1.25660  -1.32064
H  0.16002  1.71620  0.00312
H  1.93565  1.59284  -0.18893
H  1.06081  1.33040  1.55230
H  -1.41897  0.40379  -0.70523

Force components x, y, z for each atom (eV/Å):
0.288 0.046 -1.439
-0.058 -1.183 -1.920
2.265 -0.936 2.159
1.172 0.622 0.434
-0.466 0.326 0.735
0.910 -0.163 -0.265
1.676 1.013 -0.098
-2.311 0.106 2.556
-1.070 0.894 -0.178
-1.880 -1.518 1.343
0.017 0.402 -2.359
-0.543 0.391 -0.968

Values from the calculation:
- Kohn-Sham gap: 8.5 eV
- Relative energy (zero: lowest compared OMol25 entry of this formula, charge and spin): 2.0466 eV
- HOMO: -8.74 eV